1.
Entry from the Open Molecules 2025 dataset: a 2-piece molecular cluster, C4H12N2O overall at a distorted geometry (wB97M-V/def2-TZVPD).

Geometry (Å):
C  -0.608  1.803  -0.727
C  -0.722  0.512  -0.394
C  -1.784  -0.391  -0.954
O  -0.655  0.101  1.128
N  0.143  1.028  1.864
H  -1.176  2.214  -1.545
H  0.121  2.451  -0.270
H  -1.534  -1.435  -0.723
H  -2.751  -0.178  -0.508
H  -1.859  -0.270  -2.032
H  0.564  0.485  2.615
H  -0.516  1.695  2.262
C  1.839  -0.788  -0.412
N  1.468  -1.780  0.510
H  2.115  0.139  0.080
H  2.656  -1.096  -1.063
H  0.772  -0.312  -0.908
H  1.308  -2.684  0.072
H  0.620  -1.494  1.006

## Properties
ΔE to the lowest compared entry with this formula, charge and spin (kcal per mole): 122.3
DFT total energy (hartree): -344.190061
Max |F| (eV/Å): 4.7
LUMO level (Eh): 0.02809
Highest occupied orbital energy (eV): -7.926
SMILES string: C=C(C)ON.CN
Frontier orbital gap (eV): 8.690

=====

2.
Entry from the Open Molecules 2025 dataset: a 11-piece molecular cluster, C68H154N8O14 overall at a distorted geometry (wB97M-V/def2-TZVPD).

Geometry (Å):
C  2.118  9.314  29.333
C  0.643  8.724  29.291
C  -0.096  9.300  30.558
C  -0.096  9.328  28.076
C  0.390  8.701  26.748
C  0.382  7.176  26.879
C  1.072  6.516  28.049
C  0.470  5.085  28.106
C  2.570  6.482  27.974
N  0.565  7.304  29.228
O  0.998  6.655  30.422
H  2.803  8.880  30.066
H  2.561  9.225  28.355
H  2.048  10.386  29.570
H  0.495  9.453  31.432
H  -0.475  10.306  30.315
H  -0.923  8.630  30.794
H  -1.154  9.078  28.242
H  0.063  10.400  28.046
H  -0.170  9.142  25.873
H  1.483  9.043  26.643
H  0.836  6.799  25.953
H  -0.728  6.877  26.920
H  -0.559  5.159  28.371
H  1.028  4.544  28.924
H  0.554  4.688  27.106
H  3.066  7.431  27.658
H  2.948  5.700  27.297
H  2.915  6.182  28.965
H  1.910  6.882  30.628
C  -5.672  5.217  37.713
C  -4.361  5.290  36.954
C  -3.215  4.882  37.950
C  -4.541  4.199  35.837
C  -3.606  4.314  34.664
C  -3.643  5.739  34.084
C  -3.269  6.729  35.210
C  -1.819  6.722  35.643
C  -3.376  8.137  34.579
N  -4.301  6.608  36.264
O  -4.314  7.661  37.271
H  -6.542  5.406  37.144
H  -5.791  4.188  38.117
H  -5.653  5.910  38.528
H  -2.508  4.315  37.437
H  -2.717  5.644  38.575
H  -3.610  4.216  38.749
H  -4.390  3.236  36.265
H  -5.541  4.322  35.428
H  -2.592  4.021  34.995
H  -3.803  3.472  33.938
H  -4.623  6.038  33.728
H  -2.765  5.844  33.278
H  -1.521  5.794  36.093
H  -1.665  7.481  36.435
H  -1.096  6.870  34.869
H  -2.677  8.295  33.737
H  -3.021  8.874  35.326
H  -4.432  8.349  34.291
H  -3.415  7.694  37.636
C  -7.299  13.842  23.824
C  -6.482  13.071  24.799
C  -7.109  11.713  24.954
C  -4.989  13.086  24.348
C  -4.038  12.567  25.519
C  -4.204  13.587  26.663
C  -5.621  13.758  27.143
C  -6.063  12.476  27.837
C  -5.792  14.940  28.005
N  -6.533  14.014  25.962
O  -7.813  14.045  26.587
H  -8.376  13.920  23.978
H  -6.980  14.897  23.827
H  -7.092  13.376  22.870
H  -7.536  11.391  24.011
H  -6.380  10.921  25.270
H  -7.826  11.755  25.740
H  -4.689  12.493  23.512
H  -4.696  14.136  24.163
H  -4.265  11.512  25.760
H  -3.020  12.469  25.187
H  -3.878  14.532  26.216
H  -3.605  13.487  27.589
H  -7.087  12.350  28.097
H  -5.521  12.419  28.784
H  -5.717  11.587  27.327
H  -6.665  14.881  28.744
H  -5.940  15.806  27.390
H  -4.881  15.210  28.537
H  -8.395  14.683  26.052
C  -8.166  13.783  34.754
C  -6.723  14.203  34.709
C  -6.180  14.533  36.100
C  -5.880  13.057  34.229
C  -5.979  12.852  32.745
C  -5.574  14.248  32.075
C  -6.535  15.340  32.454
C  -5.923  16.675  31.926
C  -7.916  15.064  31.762
N  -6.519  15.408  33.880
O  -7.352  16.465  34.304
H  -8.110  13.031  35.537
H  -8.777  14.634  35.031
H  -8.516  13.251  33.857
H  -6.599  15.391  36.540
H  -6.226  13.690  36.822
H  -5.153  14.702  36.006
H  -4.867  13.179  34.532
H  -6.161  12.071  34.754
H  -5.274  12.094  32.336
H  -6.978  12.541  32.435
H  -5.643  14.073  31.040
H  -4.533  14.431  32.405
H  -6.310  17.532  32.404
H  -6.101  16.758  30.868
H  -4.771  16.662  32.027
H  -8.303  14.113  31.913
H  -7.883  15.173  30.665
H  -8.755  15.701  32.031
H  -8.197  16.366  33.851
C  -7.895  7.391  33.469
C  -9.188  7.601  34.314
C  -8.810  8.310  35.568
C  -10.184  8.499  33.518
C  -11.562  8.614  34.115
C  -12.123  7.209  34.326
C  -11.252  6.223  35.150
C  -11.508  6.604  36.624
C  -11.668  4.747  35.014
N  -9.852  6.308  34.577
O  -9.026  5.448  35.292
H  -7.094  6.852  34.062
H  -8.195  6.803  32.625
H  -7.509  8.391  33.141
H  -9.544  8.326  36.337
H  -7.890  7.894  35.889
H  -8.513  9.350  35.359
H  -9.661  9.386  33.275
H  -10.266  8.146  32.495
H  -11.463  9.106  35.133
H  -12.199  9.265  33.478
H  -12.222  6.702  33.254
H  -13.100  7.344  34.844
H  -12.356  6.081  36.983
H  -11.656  7.666  36.958
H  -10.775  6.233  37.372
H  -11.433  4.424  33.989
H  -12.724  4.561  35.144
H  -11.142  4.105  35.637
H  -8.791  5.798  36.162
C  -3.432  6.153  28.868
C  -4.518  6.841  29.729
C  -5.137  5.890  30.631
C  -3.854  8.007  30.582
C  -4.883  8.944  31.135
C  -5.731  9.478  29.993
C  -6.468  8.383  29.153
C  -7.699  7.761  29.869
C  -7.018  9.182  27.935
N  -5.410  7.437  28.662
O  -5.900  6.462  27.805
H  -3.889  5.191  28.454
H  -3.077  6.791  28.046
H  -2.538  5.804  29.448
H  -5.886  5.249  30.218
H  -4.270  5.243  31.009
H  -5.711  6.268  31.528
H  -3.206  7.551  31.353
H  -3.180  8.545  29.914
H  -5.436  8.392  31.917
H  -4.423  9.839  31.500
H  -5.106  10.085  29.425
H  -6.540  10.124  30.315
H  -8.376  8.484  30.322
H  -7.446  7.201  30.733
H  -8.332  7.227  29.204
H  -6.263  9.931  27.592
H  -7.865  9.750  28.391
H  -7.447  8.598  27.062
H  -5.575  6.652  26.945
C  -11.896  7.969  25.881
O  -10.637  7.453  25.595
C  -10.476  6.185  26.192
C  -8.982  5.654  26.177
C  -8.535  5.641  24.715
N  -8.949  4.353  26.806
H  -12.209  7.638  26.894
H  -12.493  7.464  25.153
H  -11.936  9.075  25.819
H  -10.834  6.242  27.221
H  -11.045  5.430  25.595
H  -8.281  6.472  26.603
H  -9.310  5.099  24.128
H  -7.472  5.206  24.474
H  -8.531  6.689  24.317
H  -8.146  3.723  26.591
H  -9.045  4.447  27.853
C  -2.407  0.043  24.645
O  -2.567  1.313  25.224
C  -3.941  1.448  25.651
C  -4.219  2.854  26.120
C  -5.630  2.849  26.572
N  -4.018  3.858  25.068
H  -3.217  -0.181  23.899
H  -2.330  -0.755  25.440
H  -1.481  0.065  24.043
H  -4.578  1.247  24.806
H  -4.157  0.746  26.513
H  -3.511  3.114  26.912
H  -6.343  2.429  25.845
H  -6.049  3.826  26.804
H  -5.700  2.189  27.425
H  -3.310  3.608  24.416
H  -4.850  3.899  24.514
O  -4.510  0.400  32.000
C  -3.652  1.385  31.344
C  -4.198  1.847  29.985
O  -4.111  0.883  28.943
H  -5.316  0.904  32.262
H  -3.394  2.249  32.000
H  -2.700  0.882  31.194
H  -3.787  2.808  29.710
H  -5.258  2.086  30.246
H  -4.376  0.022  29.301
O  -4.699  6.575  25.192
C  -3.956  7.654  24.609
C  -4.368  8.948  25.387
O  -3.735  9.104  26.672
H  -4.230  5.689  25.146
H  -2.865  7.432  24.818
H  -4.329  7.688  23.539
H  -5.449  8.973  25.493
H  -4.052  9.780  24.772
H  -4.192  8.778  27.427
O  -9.004  2.951  34.108
C  -8.413  3.427  32.938
C  -6.903  3.230  32.804
O  -6.502  1.901  33.095
H  -9.083  3.729  34.720
H  -8.961  2.864  32.184
H  -8.595  4.475  32.824
H  -6.303  3.933  33.326
H  -6.609  3.403  31.700
H  -6.991  1.711  33.935

## Properties
ΔE to the lowest compared entry with this formula, charge and spin (kcal per mole): 47.3
DFT total energy (hartree): -4174.237113
Max |F| (eV/Å): 3.8
LUMO level (Eh): 0.01307
Highest occupied orbital energy (eV): -8.432
SMILES string: CC1(C)CCCC(C)(C)N1O.CC1(C)CCCC(C)(C)N1O.CC1(C)CCCC(C)(C)N1O.CC1(C)CCCC(C)(C)N1O.CC1(C)CCCC(C)(C)N1O.CC1(C)CCCC(C)(C)N1O.COC[C@H](C)N.COC[C@H](C)N.OCCO.OCCO.OCCO
Frontier orbital gap (eV): 8.788

=====

3.
Entry from the Open Molecules 2025 dataset: CH5N3O2S as an isolated structure at a distorted geometry (wB97M-V/def2-TZVPD).

Geometry (Å):
C  -0.946  0.169  -0.562
N  1.225  -0.247  -0.594
N  0.008  -0.601  -0.799
N  -2.601  -0.758  -1.046
O  2.929  1.009  0.721
O  0.724  0.681  1.644
S  1.560  1.160  0.305
H  -1.143  1.179  -0.237
H  2.053  -0.876  -0.688
H  1.340  0.563  2.496
H  -3.060  -0.693  -0.109
H  -2.089  -1.586  -1.132

## Properties
ΔE to the lowest compared entry with this formula, charge and spin (kcal per mole): 103.9
DFT total energy (hartree): -753.871932
Max |F| (eV/Å): 5.9
LUMO level (Eh): 0.01431
Highest occupied orbital energy (eV): -9.241
Frontier orbital gap (eV): 9.630

=====

4.
Entry from the Open Molecules 2025 dataset: C13H17FeIN2 as an isolated structure at a distorted geometry (wB97M-V/def2-TZVPD).

Geometry (Å):
C  -2.031  4.861  1.605
C  -3.387  4.533  0.973
H  -2.032  4.642  2.682
H  -1.821  5.939  1.500
H  -1.192  4.317  1.155
H  -3.579  3.465  0.909
H  -4.182  4.983  1.582
H  -3.469  4.964  -0.029
Fe  -0.015  0.412  -0.074
C  -1.451  1.310  -1.120
H  -2.388  0.895  -0.708
H  -1.387  1.028  -2.184
H  -1.505  2.407  -1.069
I  1.009  2.569  0.479
C  -0.185  -2.646  -3.394
C  0.774  -3.589  -3.014
C  1.399  -3.420  -1.779
C  1.095  -2.319  -0.965
N  0.203  -1.368  -1.372
C  -0.448  -1.560  -2.545
C  1.651  -2.109  0.358
C  2.561  -2.974  0.981
C  3.038  -2.680  2.267
C  2.560  -1.535  2.901
C  1.619  -0.729  2.252
N  1.192  -0.996  0.998
H  -0.726  -2.729  -4.329
H  1.021  -4.427  -3.662
H  2.135  -4.132  -1.414
H  -1.210  -0.828  -2.813
H  2.880  -3.861  0.449
H  3.766  -3.328  2.750
H  2.897  -1.257  3.897
H  1.204  0.163  2.733

## Properties
ΔE to the lowest compared entry with this formula, charge and spin (kcal per mole): 0.0
DFT total energy (hartree): -2176.460420
Max |F| (eV/Å): 2.2
LUMO level (spin up / spin down) (Eh): -0.03701 / -0.03986
2S+1: 5
Highest occupied orbital energy (spin up / spin down) (eV): -6.075 / -7.573
Frontier orbital gap (spin up / spin down) (eV): 5.068 / 6.488

=====

5.
Entry from the Open Molecules 2025 dataset: one molecule with the formula C3H6N2 at a distorted geometry (wB97M-V/def2-TZVPD).

Geometry (Å):
C  -2.426  0.263  0.109
C  -1.291  -0.445  -0.063
C  0.028  0.242  -0.193
N  1.111  -0.421  -0.062
N  2.302  0.151  0.023
H  -3.276  -0.384  0.381
H  -2.493  1.344  -0.032
H  -1.272  -1.510  0.038
H  -0.017  1.357  -0.132
H  2.302  1.103  0.339
H  2.997  -0.388  0.561

## Properties
ΔE to the lowest compared entry with this formula, charge and spin (kcal per mole): 48.5
DFT total energy (hartree): -227.347562
Max |F| (eV/Å): 2.1
LUMO level (Eh): 0.04446
Highest occupied orbital energy (eV): -8.375
SMILES string: C=C/C=N/N
Frontier orbital gap (eV): 9.585